Entry from OMol25: a molecular structure, C3H4CuO2 (ωB97M-V with the def2-TZVPD basis set).

XYZ file:
```
10
Properties=species:S:1:pos:R:3:forces:R:3
C 1.636196 -0.586825 -0.126278 -3.3 -0.9 -0.5
O -1.000993 0.994520 -0.980329 -0.5 -0.2 0.1
C -1.123895 0.197610 0.254857 2.5 0.3 -1.6
C 0.157900 -0.330555 0.689834 -0.2 1.2 1.8
O 1.719821 0.234443 0.969076 -2.0 -0.4 -0.7
Cu 0.749939 0.642152 -1.901327 0.8 -0.9 1.2
H -1.386241 1.859504 -0.835153 -0.1 0.1 0.1
H -1.814364 -0.638293 0.049249 -0.1 0.5 0.7
H 1.041801 -1.681289 0.161444 2.5 1.4 -0.4
H 0.019836 -0.691268 1.718627 0.4 -1.0 -0.7
```
Positions in Å, forces in eV/Å.

DFT total energy, Eh: -1907.34827
ΔE to the lowest compared entry with this formula, charge and spin, kJ/mol: 619.06
2S+1: 2
⟨S²⟩: 0.781
Total charge: 0
Largest force on an atom, eV Å⁻¹: 3.47

Löwdin population analysis, charges in e, atoms 1 to 2: C -0.22; O -0.19

***

Entry from OMol25: a molecular structure, C3H9NO2P (ωB97M-V with the def2-TZVPD basis set).

XYZ file:
```
16
Properties=species:S:1:pos:R:3:forces:R:3
C -0.000464 0.412502 -1.171066 -0.1 2.5 -1.6
C -0.458953 0.503217 1.230169 2.9 1.1 0.9
C 0.876964 -1.275957 0.340007 4.8 1.8 5.7
N -0.169618 -0.369985 0.063664 2.4 3.0 0.1
O 4.631126 0.492345 0.315360 1.9 0.9 0.5
O 2.441054 -0.309429 0.557759 -3.8 -2.0 -1.3
P 3.643344 0.003650 -0.598397 -2.1 -1.0 0.5
H -0.087817 -0.193824 -2.037243 -0.2 -1.1 -0.6
H -0.863465 1.188546 -1.296796 1.8 -1.3 0.6
H 1.031000 0.841260 -1.278913 -1.2 0.0 0.8
H -0.772048 1.455228 0.854825 -0.7 0.3 0.1
H -1.098832 -0.046764 1.842116 -1.4 -0.4 1.0
H 0.489437 0.677299 1.817728 -0.9 -0.2 -0.9
H 0.884130 -1.723520 1.444063 -0.3 1.1 -2.6
H 1.152575 -1.965841 -0.338938 0.4 -2.1 -2.7
H -0.993380 -0.814650 -0.056137 -3.4 -2.6 -0.7
```
Positions in Å, forces in eV/Å.

DFT total energy, Eh: -665.95233
ΔE to the lowest compared entry with this formula, charge and spin, kJ/mol: 238.64
Total charge: +1
Largest force on an atom, eV Å⁻¹: 7.68

Löwdin population analysis, charges in e, atoms 1 to 2: C 0.01; C 0.05

***

Copy entry 1 word for word.
Entry from OMol25: a molecular structure, C3H4CuO2 (ωB97M-V with the def2-TZVPD basis set).

XYZ file:
```
10
Properties=species:S:1:pos:R:3:forces:R:3
C 1.636196 -0.586825 -0.126278 -3.3 -0.9 -0.5
O -1.000993 0.994520 -0.980329 -0.5 -0.2 0.1
C -1.123895 0.197610 0.254857 2.5 0.3 -1.6
C 0.157900 -0.330555 0.689834 -0.2 1.2 1.8
O 1.719821 0.234443 0.969076 -2.0 -0.4 -0.7
Cu 0.749939 0.642152 -1.901327 0.8 -0.9 1.2
H -1.386241 1.859504 -0.835153 -0.1 0.1 0.1
H -1.814364 -0.638293 0.049249 -0.1 0.5 0.7
H 1.041801 -1.681289 0.161444 2.5 1.4 -0.4
H 0.019836 -0.691268 1.718627 0.4 -1.0 -0.7
```
Positions in Å, forces in eV/Å.

DFT total energy, Eh: -1907.34827
ΔE to the lowest compared entry with this formula, charge and spin, kJ/mol: 619.06
2S+1: 2
⟨S²⟩: 0.781
Total charge: 0
Largest force on an atom, eV Å⁻¹: 3.47

Löwdin population analysis, charges in e, atoms 1 to 2: C -0.22; O -0.19

***

Question: Which formula does entry 2 have?
Answer: C3H9NO2P

***

Question: The highest total charge belongs to which entry?
Answer: C3H9NO2P

***

Question: The highest largest force on an atom belongs to which entry?
Answer: C3H9NO2P